[1]
A structure of composition C10H28O19P3V2 in a non-equilibrium geometry, computed with ωB97M-V/def2-TZVPD.

Calculated values
- Expectation value of S²: 0.765
- 2S+1: 2
- HOMO-LUMO gap (spin up / spin down): 3.4 / 4.6 eV
- HOMO level (spin up / spin down): -0.2897 / -0.3344 hartree
- E_LUMO (spin up / spin down): -4.5 / -4.5 eV

Geometry as XYZ:
```
62
C10H28O19P3V2 ωB97M-V/def2-TZVPD
O -4.43844 4.66672 -1.96709
V -3.00088 5.17165 -1.59832
O -2.89509 5.03124 0.03603
O -2.72982 1.28831 -6.43015
V -3.48782 1.73904 -5.02733
O -5.07102 1.69009 -5.29056
O -0.86934 1.30229 -1.94045
C -1.81271 2.09828 -2.27766
O -1.80341 3.20312 -1.70967
O -2.75543 1.72377 -2.97190
H -0.71020 1.88065 -1.19092
C -1.89208 -0.05750 0.57431
O -2.82843 -0.93515 1.35725
P -2.63787 -2.58151 1.44059
O -1.29614 -2.97937 1.73113
O -3.81292 -3.21467 2.39360
C -5.12064 -2.86313 2.07539
O -3.10625 -3.15459 0.01372
C -2.57790 -4.47130 -0.11063
H -2.27464 0.11730 -0.43128
H -0.88028 -0.45998 0.62302
H -1.92559 0.86564 1.15291
H -5.70492 -3.72265 1.74683
H -5.33374 -2.07083 1.35780
H -5.66720 -2.56766 2.97098
H -1.71150 -4.45875 -0.77192
H -3.25533 -5.03144 -0.75517
H -2.44564 -5.10288 0.76784
C 2.65196 -3.05301 -0.00960
O 2.55117 -1.80009 -0.68845
P 3.75439 -1.28135 -1.67108
O 3.83710 -1.97912 -2.97915
O 3.33614 0.29122 -1.83227
C 2.49595 0.68284 -2.87429
O 5.05862 -1.34263 -0.73184
C 5.15830 -0.68956 0.53336
H 3.55278 -3.50257 -0.42736
H 1.83931 -3.67242 -0.38911
H 2.60002 -2.91065 1.06981
H 1.93830 -0.14484 -3.31254
H 2.94206 1.06125 -3.79401
H 1.78748 1.39670 -2.45408
H 5.63621 -1.19823 1.37059
H 4.23240 -0.26480 0.92117
H 5.59999 0.29205 0.36176
C 1.31504 -0.69979 3.08234
O 1.89214 0.35567 2.38576
P 1.38314 1.87670 2.65947
O 1.19256 2.24568 4.05804
O 2.57414 2.69393 1.90922
C 3.00732 2.52800 0.53803
O 0.13684 2.17489 1.69688
C -0.17062 3.52562 1.19746
H 0.67456 -1.28319 2.42088
H 0.72827 -0.30734 3.91287
H 2.07109 -1.31992 3.56392
H 2.45559 3.19262 -0.12678
H 2.75826 1.55005 0.12609
H 4.03085 2.90236 0.51985
H 0.31187 4.36018 1.70619
H -1.23595 3.67353 1.37436
H -0.05187 3.53967 0.11403
```

[2]
A structure of composition C10H29Cl2GeO5PtSSi3, computed with ωB97M-V/def2-TZVPD.

Calculated values
- Expectation value of S²: 0.761
- 2S+1: 2
- Energy relative to the best compared isomer or geometry (same formula, charge and spin): 0.0 kcal per mole
- HOMO-LUMO gap (spin up / spin down): 6.7 / 6.4 eV
- HOMO level (spin up / spin down): -0.0780 / -0.0664 hartree
- Charge: -2
- E_LUMO (spin up / spin down): 4.6 / 4.6 eV

Geometry as XYZ:
```
52
C10H29Cl2GeO5PtSSi3 ωB97M-V/def2-TZVPD
Pt -1.18686 -1.25763 1.22823
O -2.08492 -5.06335 1.06771
S -1.41905 -4.00141 1.81928
O -0.58791 -4.50801 2.89374
O -2.40164 -2.96081 2.28776
O -0.54912 -3.17560 0.82947
Cl -2.79690 -2.33072 -1.68431
C -3.89891 -3.28689 -0.69675
Cl -5.38570 -3.74461 -1.59718
H -4.19334 -2.68703 0.15614
H -3.38455 -4.18414 -0.36717
O -1.65474 0.38458 1.97899
C 0.20493 2.85861 -2.22962
Si -0.64028 1.20413 -1.84485
C -0.39128 0.14770 -3.39490
C -2.48102 1.54788 -1.65377
Ge 0.25832 0.25980 0.13858
Si 0.11579 1.89777 1.84504
C -1.24674 3.21382 1.74365
C 0.45054 1.29489 3.60404
C 1.66262 3.03749 1.57959
Si 2.26064 -0.90607 -0.36173
C 3.03116 -1.52948 1.23867
C 3.55502 0.14914 -1.26639
C 1.86714 -2.39723 -1.43651
H -0.18755 3.30118 -3.15138
H 1.28396 2.72471 -2.34616
H 0.04886 3.56858 -1.41386
H -0.82691 0.63703 -4.27281
H -0.85614 -0.83481 -3.28963
H 0.67377 -0.00845 -3.58677
H -2.90398 2.01388 -2.55013
H -2.65186 2.20529 -0.79839
H -3.01203 0.61491 -1.45588
H -2.22958 2.76965 1.89212
H -1.22441 3.70906 0.76738
H -1.07458 3.98658 2.50190
H -0.35832 0.66266 3.96607
H 0.57786 2.15342 4.27384
H 1.37800 0.71573 3.62735
H 1.65482 3.48737 0.58073
H 2.58835 2.45760 1.66707
H 1.70824 3.85230 2.31409
H 3.31331 -0.69849 1.89018
H 3.91994 -2.14067 1.05027
H 2.29650 -2.14216 1.76754
H 3.80880 1.03538 -0.67911
H 3.16686 0.49067 -2.23033
H 4.47454 -0.41572 -1.45254
H 1.16835 -3.04275 -0.89820
H 2.76916 -2.96982 -1.67820
H 1.39087 -2.09600 -2.37283
```

[3]
A structure of composition C10H30BrCuN6O4 in a non-equilibrium geometry, computed with ωB97M-V/def2-TZVPD.

Calculated values
- Expectation value of S²: 0.754
- 2S+1: 2
- Energy relative to the best compared isomer or geometry (same formula, charge and spin): 44.8 kcal per mole
- HOMO-LUMO gap (spin up / spin down): 9.1 / 7.1 eV
- HOMO level (spin up / spin down): -0.4187 / -0.4150 hartree
- Charge: +1
- E_LUMO (spin up / spin down): -2.3 / -4.1 eV

Geometry as XYZ:
```
52
C10H30BrCuN6O4 ωB97M-V/def2-TZVPD
Cu 0.05151 0.26966 -0.51139
Br -0.81225 0.96836 -2.87209
C 3.01804 -0.65563 -1.93921
O 2.00935 -0.47573 -1.21558
N 3.52368 0.06829 -2.91780
N 3.70641 -1.72561 -1.61331
H 3.05841 0.88334 -3.29104
H 4.48734 -0.16560 -3.10953
H 3.32185 -2.43955 -1.01121
H 4.62335 -1.75442 -2.03579
C 1.89385 -0.55698 2.17300
O 0.91823 -0.30738 1.49227
N 3.07148 -0.94424 1.62236
N 1.93679 -0.42697 3.48283
H 3.90414 -1.07360 2.17918
H 3.06743 -1.13840 0.63120
H 1.02486 -0.61105 3.87603
H 2.70817 -0.52875 4.12681
C -1.69518 3.00285 2.40500
C -1.21004 2.57348 1.07508
C 0.31957 2.94650 0.93266
O 1.05339 2.30764 -0.20144
C 1.97270 3.24917 -0.79727
N -1.41974 1.15230 0.85597
H -2.74648 2.74558 2.53415
H -1.52636 4.07921 2.43738
H -1.23811 2.40888 3.19644
H -1.59732 3.21381 0.28256
H 0.87237 2.72282 1.84507
H 0.45979 4.02603 0.98784
H 2.66041 3.61578 -0.03519
H 1.63914 4.07133 -1.43043
H 2.53442 2.63452 -1.50067
H -2.39650 0.89753 0.88957
H -1.01905 0.75192 1.69217
C -1.01690 -2.84815 -2.26298
C -1.89071 -2.15825 -1.19366
C -3.05740 -2.95822 -0.58769
O -3.70531 -2.13268 0.42599
C -4.36789 -1.02508 0.00334
N -1.01291 -1.61571 -0.14290
H -0.60343 -3.81865 -1.98860
H -0.20705 -2.19305 -2.58406
H -1.72151 -2.88068 -3.09398
H -2.34698 -1.26774 -1.62599
H -2.66592 -3.87043 -0.13746
H -3.81624 -3.32221 -1.28034
H -4.73612 -0.32906 0.75705
H -5.18953 -1.29642 -0.65952
H -3.77925 -0.35279 -0.62086
H -0.38826 -2.34435 0.17174
H -1.67019 -1.37180 0.58414
```

E_tot per entry: -128970.2446 -140357.7933 -142665.0788 eV